No. 1
Formula: CH4BrNO
Source: the OMol25 dataset
Level of theory: ωB97M-V with the def2-TZVPD basis set

Output
SMILES ... NOCBr
E ... -74679.472 eV
Gap between HOMO and LUMO ... 10.6 eV
Relative energy (zero: lowest compared OMol25 entry of this formula, charge and spin) ... 5.8 kcal/mol
Net charge ... 0
LUMO ... 0.03300 Ha

Positions of all 8 atoms, in Å:
C: -0.723 0.910 0.834
N: 0.284 -0.527 -0.997
O: 0.392 0.508 0.001
Br: -2.128 1.722 -0.164
H: -0.271 1.525 1.533
H: -1.146 -0.028 1.310
H: -0.301 -0.108 -1.662
H: 1.124 -0.253 -1.444

Calculated atomic charges, method Mulliken, unit e:
1 C -0.183
2 N -0.491
3 O -0.210
4 Br -0.155
5 H 0.267
6 H 0.255
7 H 0.236
8 H 0.281

No. 2
Formula: CH4Cl2P2
Source: the OMol25 dataset
Level of theory: ωB97M-V with the def2-TZVPD basis set

Output
E ... -44719.798 eV
Gap between HOMO and LUMO (spin up / spin down) ... 7.9 / 6.9 eV
Relative energy (zero: lowest compared OMol25 entry of this formula, charge and spin) ... 108.5 kcal/mol
Net charge ... 0
LUMO (spin up / spin down) ... -0.03066 / -0.05161 Ha

Positions of all 9 atoms, in Å:
C: 2.225 -0.386 -0.378
P: -2.766 0.179 0.636
P: 0.395 -0.139 -0.273
Cl: 2.811 -1.878 0.250
Cl: 3.110 0.982 0.099
H: -2.425 0.394 1.844
H: -3.381 1.506 0.456
H: 0.129 0.600 -1.643
H: -0.099 -1.257 -0.992

Calculated atomic charges, method Mulliken, unit e:
1 C 0.156
2 P -0.065
3 P -0.153
4 Cl -0.132
5 Cl -0.125
6 H 0.031
7 H 0.060
8 H 0.114
9 H 0.114